1.
Computed, not measured: an isolated molecule of C6H9FO at a distorted geometry, with wB97M-V/def2-TZVPD.

Results
- E_LUMO: 0.031 Eh
- Energy relative to the best compared isomer or geometry (same formula, charge and spin): 107.85 kcal per mole
- Net charge: 0
- HOMO: -9.27 eV
- Energy: -11127.434 eV
- Largest force on an atom: 5.56 eV/A

The geometry in XYZ format:
```
17
Properties=species:S:1:pos:R:3:nbo_charge:R:1
C 0.8785 1.0323 -1.6057 -0.5510
C 1.5490 -0.1965 -1.3353 0.0908
O 1.5399 -0.9662 -0.1612 -0.5001
C 0.6513 -0.3528 0.6485 0.3336
C 0.8636 0.2512 1.8668 -0.4590
C -0.5897 -0.6935 0.0739 -0.5669
C -1.8265 -0.2339 0.6505 0.0724
F -2.9201 -0.3511 -0.1670 -0.3665
H 0.8905 1.5114 -2.8196 0.2567
H 0.4724 1.6717 -0.7175 0.2287
H 1.7748 -0.8979 -2.4292 0.2163
H -0.0957 0.7952 2.4183 0.2149
H 1.7963 0.5456 2.1279 0.2063
H -0.6138 -0.5098 -1.0369 0.2646
H -0.5182 -1.7289 0.0940 0.2329
H -1.8455 0.8763 0.7359 0.1616
H -2.0068 -0.7530 1.6564 0.1644
```


2.
Computed, not measured: a structure of composition C33H20N9O9SeW at a distorted geometry, with wB97M-V/def2-TZVPD.

Results
- E_LUMO (alpha / beta): 0.033 / 0.032 Eh
- Energy relative to the best compared isomer or geometry (same formula, charge and spin): 45.44 kcal per mole
- Net charge: -1
- HOMO (alpha / beta): -4.60 / -5.32 eV
- Multiplicity: 3
- Energy: -133557.887 eV
- <S²>: 2.0473
- Largest force on an atom: 1.80 eV/A

The geometry in XYZ format:
```
73
Properties=species:S:1:pos:R:3:lowdin_spin:R:1
W -0.2304 -0.1774 -0.5742 0.8589
C -3.2322 1.0984 2.5393 0.0043
C -2.4024 0.3472 1.5565 0.0309
N -1.2644 0.7506 1.1340 -0.0152
N -0.8325 1.9611 1.5853 -0.0007
C 0.1824 2.3517 0.8708 0.0010
O 0.6656 1.6678 -0.0882 0.0068
C 0.8046 3.6641 1.1551 -0.0001
C 0.1354 4.6046 1.9327 0.0000
C 0.7083 5.8439 2.1667 0.0002
C 1.9528 6.1488 1.6287 0.0003
C 2.6235 5.2088 0.8573 0.0001
C 2.0497 3.9698 0.6150 0.0011
C -2.8692 -0.9120 0.9849 0.0025
C -4.0654 -1.5018 1.3546 0.0072
C -4.3855 -2.7490 0.8504 -0.0011
C -3.4790 -3.3758 0.0185 0.0084
C -2.3237 -2.6986 -0.3281 0.0017
N -2.0500 -1.4783 0.1133 0.0319
H -2.6616 1.9243 2.9428 0.0000
H -3.5574 0.4441 3.3505 0.0014
H -4.1226 1.4927 2.0411 0.0014
H -0.8347 4.3555 2.3421 0.0000
H 0.1834 6.5770 2.7668 0.0000
H 2.3944 7.1218 1.8050 0.0000
H 3.5959 5.4390 0.4395 0.0000
H 2.5651 3.2331 0.0124 0.0005
H -4.7234 -0.9786 2.0342 0.0007
H -5.3191 -3.2315 1.1108 -0.0003
H -3.6526 -4.3694 -0.3695 0.0007
H -1.5945 -3.1543 -0.9763 0.0003
O -0.7169 -4.4994 -5.3049 -0.0003
C -0.6450 -3.6548 -4.4548 0.0005
C 0.3349 -3.6365 -3.2776 -0.0009
O 1.2189 -4.4410 -3.0750 -0.0012
C -0.0754 -2.4812 -2.5009 0.0026
C -1.1649 -1.8207 -3.0419 0.0086
O -1.6525 -0.8446 -2.4026 0.1032
C -1.5494 -2.4227 -4.3306 0.0048
O -2.3726 -2.0562 -5.1333 -0.0003
O 0.3950 -2.0543 -1.3523 -0.0036
N -1.5314 1.3404 -1.2810 0.0001
C -2.3232 2.0816 -1.7076 0.0065
N -3.1768 2.9516 -2.0054 0.0047
C -3.7644 3.3529 -3.1047 0.0006
N -4.3254 3.7924 -4.0187 0.0014
O 1.2632 -3.9773 0.9230 0.0012
C 1.8277 -3.6277 2.0879 0.0003
C 2.4853 -4.6419 2.7907 0.0000
C 3.1134 -4.3694 3.9880 0.0001
C 3.1172 -3.0785 4.5167 0.0000
C 2.4775 -2.0707 3.8231 0.0001
C 1.8201 -2.3250 2.6192 0.0000
C 1.1497 -1.1848 1.9292 0.0026
O 1.4390 -0.0325 2.2033 0.0105
O 0.2775 -1.5256 1.0050 0.0190
H 0.8613 -3.1937 0.4961 0.0004
H 2.4895 -5.6361 2.3612 0.0000
H 3.6161 -5.1711 4.5169 0.0000
H 3.6156 -2.8695 5.4550 0.0000
H 2.4656 -1.0520 4.1893 0.0000
Se 3.5200 0.3755 0.1287 0.2295
N 3.9932 1.4218 -1.2452 0.2800
C 3.0245 1.3453 -2.1644 -0.0078
C 2.8414 2.1193 -3.3208 0.1487
C 1.6218 2.0092 -4.0032 0.0169
C 0.6087 1.1845 -3.5524 0.1467
N 0.7839 0.3804 -2.4843 0.0124
C 1.9588 0.4407 -1.8601 -0.0112
N 2.0359 -0.2673 -0.7319 0.0686
H 3.6004 2.8275 -3.6269 0.0072
H 1.4384 2.6072 -4.8859 -0.0027
H -0.3570 1.1263 -4.0389 0.0080
```


3.
Computed, not measured: a structure of composition C8H19NO6S3Ti at a distorted geometry, with wB97M-V/def2-TZVPD.

Results
- E_LUMO (alpha / beta): 0.002 / -0.104 Eh
- Net charge: 0
- HOMO (alpha / beta): -4.05 / -9.54 eV
- Multiplicity: 5
- Energy: -77994.316 eV
- <S²>: 6.0171
- Largest force on an atom: 2.93 eV/A

The geometry in XYZ format:
```
38
Properties=species:S:1:pos:R:3:nbo_charge:R:1
Ti 0.1183 -1.7842 0.9813 0.8958
S -1.8958 -3.4400 2.2477 2.5548
O -1.0623 -3.7192 1.0745 -0.8989
O -1.5845 -4.4676 3.2089 -0.7450
O -1.6081 -2.1147 2.7080 -1.0200
O -3.2511 -3.6373 1.7736 -0.7237
C 2.8927 -0.6597 -4.3620 -0.6224
C 1.5507 -0.0365 -3.9632 -0.4007
C 1.5531 0.4480 -2.5669 -0.5090
C 1.6579 -0.5729 -1.4833 0.4038
N 1.6199 -1.4815 -0.7406 -0.4120
H 3.0898 -1.6508 -3.9534 0.2206
H 3.6976 0.0531 -4.1824 0.2013
H 3.1032 -0.8591 -5.4127 0.2219
H 0.8018 -0.8047 -4.1559 0.2185
H 1.3560 0.7451 -4.6976 0.2186
H 0.6610 1.0262 -2.3262 0.2624
H 2.3450 1.1867 -2.4435 0.2409
C 1.0316 2.2756 1.8181 -0.8502
S 0.5562 0.7149 2.5827 1.1418
O 1.5515 -0.3786 2.1772 -1.0073
C 1.2810 1.1096 4.2765 -0.8313
H 0.7337 3.1875 2.3357 0.2411
H 0.5661 2.4982 0.8580 0.2333
H 2.1118 2.4079 1.7563 0.2407
H 1.2051 0.2154 4.8952 0.2405
H 0.8350 1.8262 4.9663 0.2273
H 2.3335 1.3601 4.1442 0.2216
C -3.3279 0.8108 -1.4870 -0.8146
S -2.5258 -0.3306 -0.3274 1.2154
O -1.0255 -0.5444 -0.6350 -0.9999
C -2.4981 0.6703 1.2269 -0.8276
H -3.6242 0.2996 -2.4029 0.2539
H -2.7815 1.7535 -1.5185 0.2323
H -4.2474 1.0989 -0.9775 0.2413
H -3.3479 1.3110 1.4626 0.2332
H -1.7155 1.4129 1.0715 0.2159
H -2.1571 0.0704 2.0707 0.2857
```


4.
Computed, not measured: a structure of composition C9H16N2 at a distorted geometry, with wB97M-V/def2-TZVPD.

Results
- E_LUMO: 0.029 Eh
- Energy relative to the best compared isomer or geometry (same formula, charge and spin): 185.45 kcal per mole
- Net charge: 0
- HOMO: -8.40 eV
- Energy: -12564.782 eV
- Largest force on an atom: 7.44 eV/A

The geometry in XYZ format:
```
27
Properties=species:S:1:pos:R:3:nbo_charge:R:1
C -0.1157 2.2090 2.1747 -0.6381
C -0.5418 0.7035 1.7184 -0.4238
C 0.2906 -0.4926 1.3175 -0.2946
C -0.1764 -1.7326 0.6503 -0.3931
C -1.6495 -1.8041 -0.2618 -0.6882
C 1.2493 0.0854 0.2997 -0.2161
C -0.0091 1.3706 -1.7174 -0.0777
C -0.0329 0.8386 -3.1171 -0.0952
C 0.9591 -0.7326 -1.9196 0.1831
H -0.7777 3.1796 1.8923 0.2389
H 0.3191 2.3769 3.2583 0.2289
H 0.6812 2.3684 1.3553 0.2081
H -1.0877 0.7717 0.7275 0.2060
H -1.1974 0.0876 2.2773 0.2127
H 0.9278 -0.9461 2.2583 0.2171
H 0.5914 -2.1274 -0.4894 0.2145
H -0.0211 -2.7412 1.4019 0.2303
H -2.2650 -0.9166 0.2411 0.2268
H -2.1521 -2.9579 -0.1931 0.2262
H -1.4504 -1.9427 -1.4904 0.2460
H 1.8559 0.8822 0.6619 0.2096
H 2.2537 -0.4950 0.1281 0.2109
H -0.2439 2.2780 -1.3057 0.2094
H -0.2141 1.3208 -4.0409 0.2135
H 1.4720 -1.5589 -1.7417 0.1909
N 0.8124 0.4169 -1.0222 -0.3897
N 0.5224 -0.4415 -3.0632 -0.4565
```


What is the formula in the first record?
C6H9FO